The following is a DFT calculation (ωB97M-V with the def2-TZVPD basis set) of a cluster of 2 separate species, C17H32O5 in total.

The value obtained for the maximum force is 0.00907 Eh/bohr. For the calculated total energy, the calculation gives -28385.7564 eV. As for the SMILES: CC(=O)OCCCCC[C@@H](CC=O)OC=O.CCCCCC. The calculation puts the energy above the lowest of the compared OMol25 structures with the same formula, charge and spin at 0.0 kcal per mole. Its LUMO energy is 0.023 Eh. The HOMO energy comes out at -10.043 eV.

Last column: Löwdin charge in e.
Cartesian coordinates (Å):
C (3.517602, -0.439067, -1.920125)  0.03
C (2.399125, 0.473449, -2.332388)  -0.54
O (2.103032, 0.739242, -3.464315)  0.12
O (1.758793, 0.989384, -1.264052)  -0.04
C (0.725444, 1.947140, -1.563155)  -0.15
C (-0.558674, 1.254629, -1.997831)  -0.17
C (-1.807665, 2.001175, -1.538357)  -0.20
C (-3.115613, 1.417826, -2.074398)  -0.19
C (-3.446215, 0.033950, -1.507368)  -0.12
C (-2.691232, -1.132236, -2.160272)  -0.29
C (-2.011867, -2.087546, -1.162268)  -0.08
C (-0.586372, -2.404110, -1.555296)  -0.26
O (-0.288133, -2.896631, -2.609756)  0.07
O (-3.612017, -1.948089, -2.936058)  -0.01
C (-3.637565, -1.723327, -4.254609)  -0.33
O (-3.276557, -0.717949, -4.795133)  0.09
H (4.400939, 0.165864, -1.715304)  0.09
H (3.256526, -0.995097, -1.021909)  0.08
H (3.724396, -1.124257, -2.737189)  0.09
H (1.095000, 2.646055, -2.311610)  0.13
H (0.558896, 2.464115, -0.618195)  0.12
H (-0.533662, 0.268497, -1.525043)  0.10
H (-0.576970, 1.124264, -3.080469)  0.13
H (-1.743073, 3.047937, -1.852296)  0.12
H (-1.846725, 2.006613, -0.443167)  0.11
H (-3.922088, 2.094046, -1.781620)  0.11
H (-3.103068, 1.384368, -3.166155)  0.11
H (-3.268117, 0.056782, -0.428993)  0.11
H (-4.509879, -0.167383, -1.644587)  0.12
H (-1.952864, -0.759316, -2.866920)  0.12
H (-2.568343, -3.026598, -1.156427)  0.14
H (-2.027534, -1.683310, -0.150093)  0.11
H (0.204161, -2.149199, -0.819331)  0.12
H (-4.023354, -2.599998, -4.788333)  0.15
C (1.449749, -1.926132, 4.822245)  -0.11
C (1.561043, -0.412524, 4.972608)  -0.27
C (0.591829, 0.361794, 4.080676)  -0.23
C (0.787731, 0.139838, 2.579709)  -0.23
C (2.183139, 0.471169, 2.052638)  -0.26
C (2.570486, 1.934734, 2.231349)  -0.10
H (1.694636, -2.250542, 3.809510)  0.06
H (2.131001, -2.438798, 5.502355)  0.07
H (0.436132, -2.265660, 5.047048)  0.07
H (2.588449, -0.099380, 4.767605)  0.10
H (1.364696, -0.141462, 6.013099)  0.10
H (0.676341, 1.428412, 4.305873)  0.10
H (-0.433165, 0.080484, 4.343412)  0.11
H (0.054098, 0.750515, 2.040543)  0.10
H (0.552357, -0.899660, 2.330958)  0.10
H (2.210862, 0.228629, 0.989916)  0.07
H (2.929565, -0.167140, 2.534784)  0.10
H (1.850672, 2.590418, 1.735084)  0.07
H (3.552137, 2.134430, 1.799588)  0.07
H (2.611915, 2.219653, 3.284023)  0.07

Cartesian forces (eV/Å) of the 2 atoms listed first:
-0.13 -0.09 -0.05
-0.02 -0.06 0.11

The following is a DFT calculation (ωB97M-V with the def2-TZVPD basis set) of a structure of composition C17H33AlBBr3Cl3CsF4INNaO13Ta in a non-equilibrium geometry.

The value obtained for the maximum force is 0.21140 Eh/bohr. For the calculated total energy, the calculation gives -326714.5327 eV. Its LUMO energy is -0.089 Eh. The HOMO energy comes out at -6.085 eV.

Last column: Löwdin charge in e.
Cartesian coordinates (Å):
C (5.373113, 0.729895, -0.907621)  -0.19
O (4.422921, 0.250452, -1.772215)  -0.31
C (4.064558, -1.120437, -1.523598)  -0.36
Ta (2.131877, -1.801119, -2.595277)  1.56
I (2.953679, -0.264954, -4.818272)  0.30
C (0.936757, -0.101885, -1.732860)  -0.34
C (-0.054741, 0.668039, -2.617262)  -0.27
C (-1.495006, 0.180407, -2.729321)  -0.79
F (-2.281303, 1.339827, -2.913633)  -0.07
Br (-1.837483, -0.904144, -4.284151)  0.87
C (-2.098324, -0.471019, -1.464758)  -0.92
F (-3.453452, -0.366364, -1.543531)  0.00
F (-1.731603, 0.274673, -0.387731)  0.02
Br (-1.729811, -2.329419, -1.188970)  0.91
O (3.220499, -3.472484, -3.349451)  -0.40
N (3.367740, -3.271755, -4.706513)  -0.29
O (2.842003, -4.153129, -5.300651)  -0.03
O (1.682686, -2.876623, -0.908120)  -0.17
B (1.939827, -4.228483, -1.018067)  -1.05
O (3.184527, -4.670962, -0.627734)  0.10
O (0.995696, -5.134077, -1.467043)  0.14
H (4.940719, 1.300179, -0.079568)  0.08
H (6.119382, 1.360024, -1.402322)  0.11
H (5.902672, -0.142974, -0.457078)  -0.17
H (3.953802, -1.352216, -0.450313)  0.04
H (4.899151, -1.736952, -1.901974)  0.06
H (0.679653, -2.497350, -3.489937)  -0.09
H (0.508728, -0.449776, -0.795544)  0.03
H (1.704732, 0.635316, -1.463357)  0.06
H (0.306262, 0.802789, -3.635841)  0.06
H (-0.141837, 1.687650, -2.202066)  0.10
H (3.405968, -5.488947, -1.084260)  0.11
H (0.822790, -5.036023, -2.410817)  0.10
Na (-1.857506, 2.528197, -0.795104)  0.70
O (1.078803, 0.907352, -7.410801)  -0.82
H (1.407541, 0.208005, -7.956851)  -0.49
C (-6.186814, -2.288513, -2.594633)  -0.05
C (-5.557981, -2.323125, -3.969002)  -0.33
O (-6.556477, -2.961390, -4.742195)  0.13
C (-7.761451, -2.683154, -4.162495)  -0.55
O (-8.812516, -2.839749, -4.680179)  0.19
O (-7.578908, -2.194017, -2.908435)  0.07
F (-4.429115, -3.068026, -3.987985)  0.05
H (-5.996723, -3.211555, -2.045010)  0.15
H (-5.864576, -1.440697, -1.996801)  0.13
H (-5.342921, -1.340568, -4.393485)  0.17
Al (6.881653, -1.012448, 1.040661)  1.00
C (3.658599, -2.651017, 3.607578)  -1.52
Cl (4.162806, -0.982567, 3.293801)  0.49
Cl (3.510442, -3.523219, 2.091517)  0.62
Cl (4.801573, -3.447722, 4.692094)  0.53
H (2.692373, -2.616844, 4.093740)  0.02
C (3.341302, 2.908162, 1.738609)  -0.11
C (1.868048, 3.350136, 1.692461)  -0.71
C (1.260488, 3.131487, 3.091353)  -0.13
O (1.191314, 2.604671, 0.772584)  -0.33
H (3.413932, 1.843088, 1.990316)  0.04
H (3.811454, 3.075352, 0.768348)  0.05
H (3.913489, 3.474215, 2.488819)  0.06
H (1.890603, 4.450195, 1.533931)  0.08
H (1.302183, 2.071930, 3.361546)  0.07
H (0.219025, 3.449403, 3.112281)  0.03
H (1.792523, 3.695525, 3.869098)  0.06
C (-1.650805, 5.192262, 4.565306)  -0.29
O (-0.267068, 5.421679, 4.708858)  -0.66
H (-2.255514, 6.084981, 4.362482)  0.06
H (-1.926334, 4.492998, 3.773962)  0.05
H (-2.094961, 4.765317, 5.465131)  0.07
Cs (2.020638, -1.112094, -7.123453)  1.11
C (-2.601260, 1.393518, 6.486963)  -0.02
C (-3.472860, 1.727235, 5.300882)  -0.49
O (-3.241145, 2.684303, 4.599370)  0.06
C (-4.643104, 0.810617, 5.033329)  -0.02
H (-1.800369, 2.125326, 6.565043)  0.08
H (-3.193013, 1.411979, 7.403666)  0.09
H (-2.164345, 0.401679, 6.362160)  0.09
H (-5.318322, 0.805294, 5.890204)  0.09
H (-4.288766, -0.205059, 4.850697)  0.08
H (-5.185009, 1.160931, 4.157796)  0.08
Br (0.292893, 6.367768, 3.231702)  0.80

Cartesian forces (eV/Å) of the 2 atoms listed first:
-0.18 0.68 0.14
0.07 -0.34 0.25

The following is a DFT calculation (ωB97M-V with the def2-TZVPD basis set) of a cluster of 3 separate species, C17H33BrCl3NO5P in total in a non-equilibrium geometry.

As for the net charge: -1. The value obtained for the maximum force is 0.04258 Eh/bohr. For the calculated total energy, the calculation gives -146793.7068 eV. Its LUMO energy is 0.088 Eh. The HOMO energy comes out at -4.964 eV.

Last column: Löwdin charge in e.
Cartesian coordinates (Å):
C (-2.705189, -2.268630, -2.942393)  -0.11
C (-1.916783, -2.950993, -1.796358)  -0.26
C (-0.635031, -2.119555, -1.561659)  -0.22
C (0.065578, -2.395258, -0.203653)  -0.37
C (-0.061407, -3.962351, -0.007392)  -0.68
O (0.348525, -4.692173, -0.940705)  -0.07
O (-0.599297, -4.406508, 1.021704)  -0.02
C (-0.744511, -1.731836, 0.941034)  -0.56
Cl (-2.242019, -0.870847, 0.564876)  0.71
C (-0.364977, -1.720808, 2.214992)  -0.71
C (0.865627, -2.396150, 2.742216)  -0.11
Cl (-1.319615, -0.879284, 3.437667)  0.59
N (1.458407, -1.890474, -0.118531)  -0.24
C (2.480181, -2.745859, -0.760562)  -0.35
C (3.128734, -3.763830, 0.192649)  -0.66
C (4.496657, -3.285270, 0.708819)  -0.16
Br (3.516814, -5.380061, -0.898981)  0.67
P (1.787127, -0.307253, -0.658390)  0.63
O (0.463611, 0.611304, -0.408314)  -0.33
Cl (1.910709, -0.293221, -2.815171)  0.14
H (-1.999400, -2.118068, -3.768122)  0.07
H (-3.097924, -1.291762, -2.653001)  0.06
H (-3.473731, -2.960314, -3.295254)  0.06
H (-2.533268, -3.053134, -0.906111)  0.08
H (-1.611044, -3.917395, -2.195217)  0.11
H (0.081085, -2.443886, -2.320869)  0.09
H (-0.890116, -1.065058, -1.683504)  0.07
H (1.013320, -3.390809, 2.334966)  0.06
H (1.732031, -1.743662, 2.599078)  0.08
H (0.735958, -2.515671, 3.822664)  0.06
H (3.289334, -2.098959, -1.126920)  0.06
H (2.084502, -3.230489, -1.653805)  0.08
H (2.473616, -4.104458, 0.987140)  0.07
H (4.332914, -2.609837, 1.552019)  0.07
H (5.051393, -2.814478, -0.104075)  0.07
H (5.068038, -4.170366, 0.989846)  0.04
H (0.738681, 1.466023, -0.053197)  0.04
C (-3.050917, 3.573083, 2.244868)  -0.06
C (-4.459396, 3.003136, 2.152122)  -0.50
C (-4.945714, 2.512309, 3.508363)  -0.06
O (-4.484372, 1.934095, 1.214336)  -0.06
H (-2.347875, 2.805317, 2.579163)  0.08
H (-2.712739, 3.914469, 1.265488)  0.08
H (-3.007238, 4.412576, 2.942273)  0.08
H (-5.140597, 3.767799, 1.773443)  0.13
H (-4.299397, 1.713285, 3.881073)  0.08
H (-5.952364, 2.100212, 3.426442)  0.08
H (-4.957662, 3.320794, 4.242530)  0.08
H (-3.884471, 1.249399, 1.535333)  0.04
C (0.982788, 4.980664, -1.496649)  -0.06
C (2.449525, 4.608860, -1.333803)  -0.50
C (3.212334, 4.782572, -2.638438)  -0.06
O (2.559350, 3.259062, -0.888577)  -0.08
H (0.502585, 4.335132, -2.236976)  0.08
H (0.447006, 4.844773, -0.556024)  0.08
H (0.869619, 6.018525, -1.815401)  0.08
H (2.901248, 5.230987, -0.559421)  0.14
H (2.800946, 4.130720, -3.413574)  0.08
H (4.259227, 4.506091, -2.508345)  0.08
H (3.164468, 5.814752, -2.990714)  0.08
H (2.165115, 2.692772, -1.564995)  0.05

Cartesian forces (eV/Å) of the 2 atoms listed first:
0.60 -0.54 0.31
0.14 0.75 -1.12

The following is a DFT calculation (ωB97M-V with the def2-TZVPD basis set) of a structure of composition C17H33BrGeN2O5SbSe4Ti.

As for the net charge: -2. As for the spin multiplicity: 2. The value obtained for the maximum force is 0.01649 Eh/bohr. For the calculated total energy, the calculation gives -448981.5598 eV. The calculation puts the energy above the lowest of the compared OMol25 structures with the same formula, charge and spin at 39.9 kcal per mole. Its LUMO energy (spin up / spin down) is 0.143 / 0.143 Eh. The HOMO energy (spin up / spin down) comes out at -0.534 / -2.296 eV.

Last column: Löwdin charge in e.
Cartesian coordinates (Å):
Ti (-0.202648, -0.308162, -0.712459)  0.68
C (-0.170544, 2.590807, 2.723236)  -0.12
O (-0.868229, 1.882740, 1.714995)  -0.21
C (-2.217283, 1.692463, 1.997403)  -0.22
C (-2.857554, 1.119022, 0.752757)  -0.15
O (-2.256906, -0.141101, 0.392466)  -0.23
C (-2.722304, -1.245587, 1.172448)  -0.15
C (-1.547109, -1.818814, 1.896788)  -0.21
O (-0.555140, -2.017953, 0.902447)  -0.34
C (0.512719, -2.851649, 1.381431)  -0.15
H (-0.525325, 3.629835, 2.767595)  0.09
H (0.885690, 2.573392, 2.462837)  0.04
H (-0.289242, 2.109435, 3.698272)  0.03
H (-2.725525, 2.642613, 2.231620)  0.13
H (-2.343945, 1.026969, 2.867444)  0.13
H (-2.681150, 1.780866, -0.087859)  0.11
H (-3.931053, 0.962549, 0.896076)  0.13
H (-3.160493, -1.970028, 0.480860)  0.12
H (-3.485912, -0.915326, 1.879080)  0.13
H (-1.812392, -2.777496, 2.360195)  0.14
H (-1.161659, -1.149428, 2.671097)  0.02
H (0.160387, -3.888485, 1.415610)  0.10
H (0.822481, -2.531753, 2.376439)  -0.02
H (1.349162, -2.749503, 0.699033)  0.03
Se (3.944368, -2.300074, 2.581943)  -0.23
Sb (2.699458, -0.276350, 2.920071)  -0.22
Se (1.852092, 0.085807, 0.190624)  0.26
Se (3.831743, 1.829230, 3.099948)  -0.20
Se (0.766173, -0.560216, 4.349962)  -0.10
N (3.867805, 3.309008, -0.471548)  -0.10
N (4.474347, 2.246995, -1.231662)  -0.10
H (3.592957, 2.966643, 0.449365)  -0.04
H (3.012684, 3.550603, -0.957319)  0.04
H (4.022251, 1.361127, -1.011281)  -0.03
H (5.428782, 2.170884, -0.903168)  0.04
Br (-3.365823, 5.738626, -3.736945)  0.63
C (-2.375923, 4.154584, -4.178504)  -0.70
C (-2.192311, 3.860523, -5.532518)  -0.19
C (-1.462166, 2.697393, -5.835893)  -0.13
C (-0.960331, 1.882291, -4.853624)  -0.05
C (-1.167021, 2.191476, -3.475950)  -0.16
C (-1.895523, 3.380062, -3.159850)  -0.09
C (-0.711419, 1.336257, -2.459153)  -0.57
O (-0.911958, 1.531623, -1.181744)  -0.16
O (-0.102911, 0.201486, -2.676732)  -0.18
H (-2.589836, 4.504315, -6.302774)  0.07
H (-1.293624, 2.442046, -6.876614)  0.09
H (-0.400197, 0.990350, -5.101541)  0.10
H (-2.050822, 3.649789, -2.124951)  0.10
C (-2.737614, -4.012984, -1.460258)  -0.22
Ge (-1.862288, -2.621518, -2.570166)  0.76
C (-1.647408, -3.395899, -4.370678)  -0.23
C (-3.132258, -1.132368, -2.761539)  -0.20
C (-0.147875, -2.164949, -1.780331)  -0.36
H (-2.462087, -5.006049, -1.821741)  0.01
H (-3.826577, -3.929666, -1.487954)  0.01
H (-2.406193, -3.936289, -0.423188)  0.00
H (-2.609376, -3.689391, -4.797481)  0.01
H (-1.002258, -4.275230, -4.324021)  0.01
H (-1.181650, -2.664688, -5.033025)  0.01
H (-4.090755, -1.505450, -3.129979)  0.01
H (-2.746781, -0.393609, -3.465685)  0.02
H (-3.299620, -0.624733, -1.809910)  0.01
H (0.191970, -3.018330, -1.190289)  -0.01
H (0.556814, -2.001718, -2.597364)  0.01

Cartesian forces (eV/Å) of the 2 atoms listed first:
-0.79 -0.25 -0.20
-0.02 0.00 0.03